i:
Density functional theory data (ωB97M-V/def2-TZVPD) for a gas-phase ion, C5H6NO (charge +1).

## Properties
Gap between HOMO and LUMO (alpha / beta): 7.657 / 7.662 eV
E_HOMO (alpha / beta): -14.34 / -14.34 eV

Structure (ORCA input):
```
! RIJCOSX wB97M-V def2-TZVPD def2/J DEFGRID3
* xyz 1 1
C 2.151 -0.701 0.009
C 0.969 -1.372 0.000
C 2.089 0.775 0.012
C -0.193 -0.615 0.011
C -2.229 0.527 0.000
N 1.019 1.394 0.022
O -1.418 -0.649 0.040
H 3.109 -1.199 0.040
H 0.958 -2.456 -0.023
H 3.044 1.299 -0.012
H -1.607 1.411 -0.175
H -2.756 0.618 0.955
H -2.966 0.383 -0.791
*
```

***

ii:
Density functional theory data (ωB97M-V/def2-TZVPD) for a gas-phase ion, C5H6NO (charge +1).

## Properties
Gap between HOMO and LUMO: 10.489 eV
SMILES string: O=[n+]1cc1C1CC1
E_HOMO: -15.40 eV

Structure (ORCA input):
```
! RIJCOSX wB97M-V def2-TZVPD def2/J DEFGRID3
* xyz 1 1
O -2.676 -1.377 1.521
N -2.051 -0.958 0.640
C -1.829 -0.674 -0.695
C -0.850 -0.294 0.216
C 0.412 0.107 0.596
C 1.431 0.011 -0.594
C 1.183 1.314 0.013
H -2.085 -0.708 -1.662
H 0.735 -0.208 1.557
H 0.776 -0.210 -1.410
H 2.356 -0.582 -0.388
H 1.934 1.594 0.855
H 0.664 1.984 -0.649
*
```

***

Stability check: which of them is most stable? i.

***

i:
Density functional theory data (ωB97M-V/def2-TZVPD) for 2 unconnected molecules or ions with the total composition C4H13NOS2.

## Properties
Gap between HOMO and LUMO: 9.367 eV
SMILES string: CSSC[C@@H](C)N.O
E_HOMO: -8.73 eV

Structure (ORCA input):
```
! RIJCOSX wB97M-V def2-TZVPD def2/J DEFGRID3
* xyz 0 1
C 0.215 0.146 3.566
S 0.881 1.242 2.304
S 0.084 0.960 0.480
C 1.343 0.185 -0.652
C 0.704 -0.512 -1.869
C 0.352 -2.012 -1.547
N -0.541 0.119 -2.257
H -0.873 0.093 3.616
H 0.575 -0.898 3.604
H 0.472 0.497 4.566
H 2.038 1.051 -0.944
H 1.936 -0.584 -0.124
H 1.324 -0.486 -2.790
H -0.606 -2.448 -1.796
H 0.523 -2.142 -0.465
H 1.193 -2.682 -1.960
H -0.504 0.894 -2.913
H -1.292 0.136 -1.552
O -3.203 -1.709 -2.617
H -2.494 -1.069 -2.773
H -3.691 -1.355 -1.867
*
```

***

ii:
Density functional theory data (ωB97M-V/def2-TZVPD) for 3 unconnected molecules or ions with the total composition C4H13NOS2.

## Properties
Gap between HOMO and LUMO: 4.973 eV
E_HOMO: -8.65 eV

Structure (ORCA input):
```
! RIJCOSX wB97M-V def2-TZVPD def2/J DEFGRID3
* xyz 0 1
N 0.958 -1.585 -2.426
C 0.274 -1.401 -1.168
C -0.963 -0.466 -1.265
S -0.780 1.276 -1.600
S -0.390 -1.212 1.728
C -0.152 0.579 1.987
C -0.392 0.935 3.429
H 1.132 -0.792 -3.017
H 0.498 -2.328 -2.930
H -0.104 -2.309 -0.712
H 0.922 -0.986 -0.391
H -1.725 -1.004 -1.835
H -1.282 -0.398 -0.177
H 0.856 0.635 1.558
H -0.771 1.225 1.353
H 0.054 0.207 4.113
H -1.461 0.824 3.675
H 0.028 1.920 3.617
H 2.476 2.232 -0.766
H 1.136 1.452 -0.899
O 2.086 1.369 -0.636
*
```

***

Stability check: which of them is most stable? i.

***

i:
Density functional theory data (ωB97M-V/def2-TZVPD) for 2 unconnected molecules or ions with the total composition C4H13NOS2.

## Properties
Gap between HOMO and LUMO: 9.277 eV
SMILES string: CN[C@H](C)CSS.O
E_HOMO: -8.64 eV

Structure (ORCA input):
```
! RIJCOSX wB97M-V def2-TZVPD def2/J DEFGRID3
* xyz 0 1
C -1.127 2.070 -0.144
N -1.205 0.603 -0.303
C -0.129 -0.090 -1.045
C -0.666 -1.513 -1.221
C 1.276 0.192 -0.321
S 2.470 -1.207 -0.115
S 3.180 -1.385 1.718
H -2.060 2.439 0.096
H -0.683 2.385 -1.191
H -0.489 2.436 0.662
H -2.030 0.545 -0.903
H 0.131 0.251 -2.039
H -1.588 -1.579 -1.854
H -0.974 -2.163 -0.283
H 0.193 -2.037 -1.609
H 1.747 0.972 -0.909
H 1.020 0.535 0.653
H 2.822 -2.643 2.109
O -0.713 -0.215 2.497
H -0.397 -0.326 1.567
H -0.780 0.731 2.633
*
```

***

ii:
Density functional theory data (ωB97M-V/def2-TZVPD) for 2 unconnected molecules or ions with the total composition C4H13NOS2.

## Properties
Gap between HOMO and LUMO: 9.462 eV
SMILES string: CSSC[C@@H](C)N.O
E_HOMO: -8.62 eV

Structure (ORCA input):
```
! RIJCOSX wB97M-V def2-TZVPD def2/J DEFGRID3
* xyz 0 1
C -1.540 3.251 2.077
S -1.395 3.370 0.296
S -1.140 1.484 -0.397
C 0.567 0.986 -0.064
C 0.593 -0.530 0.169
C -0.228 -0.976 1.398
N 0.247 -1.264 -1.054
H -2.392 2.620 2.368
H -0.653 2.963 2.634
H -1.908 4.234 2.395
H 1.210 1.205 -0.922
H 0.983 1.430 0.828
H 1.613 -0.823 0.382
H 0.408 -1.455 2.147
H -1.079 -1.635 1.244
H -0.619 -0.074 1.886
H -0.378 -2.033 -0.877
H -0.131 -0.671 -1.787
O 1.915 -3.627 -4.380
H 1.412 -4.429 -4.608
H 2.516 -4.026 -3.732
*
```

***

Stability check: which of them is most stable? ii.

***

i:
Density functional theory data (ωB97M-V/def2-TZVPD) for a single C3H9N3O2 molecule.

## Properties
Gap between HOMO and LUMO: 10.388 eV
SMILES string: CC(C)NN(O)N=O
E_HOMO: -9.74 eV

Structure (ORCA input):
```
! RIJCOSX wB97M-V def2-TZVPD def2/J DEFGRID3
* xyz 0 1
C 0.975 -0.985 -0.836
C 0.692 -0.165 0.409
C 1.113 -0.827 1.657
N -0.714 0.274 0.545
N -1.197 1.007 -0.450
O -1.380 2.370 -0.171
N -1.873 0.558 -1.505
O -2.375 1.424 -2.216
H 0.536 -1.981 -0.712
H 0.459 -0.524 -1.686
H 2.030 -1.117 -1.119
H 1.186 0.772 0.234
H 2.174 -1.105 1.640
H 0.507 -1.755 1.783
H 0.902 -0.181 2.536
H -1.322 -0.427 0.944
H -1.712 2.661 -1.052
*
```

***

ii:
Density functional theory data (ωB97M-V/def2-TZVPD) for 2 unconnected molecules or ions with the total composition C3H9N3O2.

## Properties
Gap between HOMO and LUMO: 7.942 eV
SMILES string: N/C=C/O.NC(N)=O
E_HOMO: -7.23 eV

Structure (ORCA input):
```
! RIJCOSX wB97M-V def2-TZVPD def2/J DEFGRID3
* xyz 0 1
N -2.939 -1.044 0.244
C -1.780 -0.487 -0.272
C -1.379 0.783 -0.018
O -0.716 1.614 -0.882
H -3.405 -0.477 0.939
H -2.888 -2.024 0.482
H -1.259 -1.112 -0.983
H -1.950 1.390 0.678
H -0.136 1.054 -1.447
N 1.888 1.151 0.477
C 1.619 -0.006 -0.213
N 2.277 -1.134 0.307
O 1.266 -0.050 -1.394
H 1.125 1.812 0.548
H 2.725 1.352 0.993
H 3.062 -0.978 0.920
H 2.489 -1.844 -0.377
*
```

***

Stability check: which of them is most stable? ii.

***

i:
Density functional theory data (ωB97M-V/def2-TZVPD) for 2 unconnected molecules or ions with the total composition C3H9N3O2.

## Properties
Gap between HOMO and LUMO: 8.700 eV
SMILES string: C=CON.C=NON
E_HOMO: -7.83 eV

Structure (ORCA input):
```
! RIJCOSX wB97M-V def2-TZVPD def2/J DEFGRID3
* xyz 0 1
C 1.392 1.460 -0.291
C 0.564 0.885 0.635
O -0.757 1.250 0.816
N -1.397 1.646 -0.407
H 0.990 2.034 -1.108
H 2.455 1.322 -0.220
H 0.930 0.589 1.611
H -1.661 2.621 -0.262
H -2.248 1.088 -0.429
C 0.015 -0.932 -1.514
N 0.284 -1.087 -0.264
O -0.687 -1.963 0.391
N -0.185 -2.515 1.573
H -0.772 -1.504 -1.995
H 0.383 -0.132 -2.124
H 0.010 -1.755 2.224
H 0.684 -3.007 1.362
*
```

***

ii:
Density functional theory data (ωB97M-V/def2-TZVPD) for a molecular structure, C3H9N3O2.

## Properties
Gap between HOMO and LUMO: 9.294 eV
E_HOMO: -8.74 eV

Structure (ORCA input):
```
! RIJCOSX wB97M-V def2-TZVPD def2/J DEFGRID3
* xyz 0 1
N -0.537 -1.543 -1.986
C 0.642 -0.989 -2.498
O 0.990 0.186 -2.003
O 1.314 -1.737 -3.246
H -1.328 -0.921 -2.105
H -0.728 -2.444 -2.419
C -0.005 0.170 1.155
C -0.294 1.290 1.836
N -1.469 1.522 2.564
N 1.196 -0.027 0.390
H -0.652 -0.698 1.278
H 0.438 2.174 1.888
H -1.864 2.416 2.331
H -2.159 0.762 2.543
H 0.924 0.072 -0.776
H 1.634 -0.959 0.529
H 1.897 0.725 0.518
*
```

***

Stability check: which of them is most stable? ii.